No. 1
{
  "formula": "C4H12F2NaO2S2",
  "method": "ωB97M-V/def2-TZVPD",
  "species": ["Na", "F", "F", "C", "S", "O", "C", "H", "H", "H", "H", "H", "H", "C", "S", "O", "C", "H", "H", "H", "H", "H", "H"],
  "xyz": [[-23.995480, 11.197850, 10.562880], [-24.739050, 11.681460, 8.388240], [-25.932340, 10.259630, 11.802650], [-22.708270, 11.356790, 14.116680], [-21.821020, 12.542100, 13.087650], [-22.655860, 12.622190, 11.819470], [-21.988610, 14.128750, 14.098990], [-22.290680, 10.406110, 13.785120], [-23.737650, 11.199040, 13.794820], [-22.638460, 11.562940, 15.184730], [-21.349820, 14.103510, 14.981830], [-23.000950, 14.308210, 14.461040], [-21.678330, 14.929930, 13.428230], [-24.379310, 7.840710, 9.471850], [-22.681950, 8.452480, 9.191150], [-22.576870, 9.469260, 10.318920], [-21.591540, 7.105590, 9.778560], [-25.096560, 8.539750, 9.041740], [-24.661970, 7.828380, 10.524490], [-24.488060, 6.829300, 9.080270], [-21.682280, 6.376770, 8.973150], [-21.909690, 6.779240, 10.768690], [-20.608000, 7.569530, 9.852880]],
  "forces_ev_per_angstrom": [[-1.30, 0.09, -0.53], [0.46, -0.28, 0.49], [0.80, 0.05, 0.02], [-0.08, -0.44, -0.36], [-1.01, 0.57, -0.65], [1.03, 0.47, 1.49], [-0.48, -0.66, -0.42], [0.46, -0.12, 0.58], [-0.35, 0.85, -0.09], [0.21, -0.19, -0.11], [0.30, -0.29, -0.21], [-0.15, -0.14, -0.35], [-0.01, -0.09, 0.03], [0.09, -0.66, 0.02], [-0.75, 1.16, 1.94], [0.64, -0.43, -0.90], [-1.05, 0.54, -0.38], [0.36, 0.14, -0.45], [0.63, 0.17, 0.27], [-0.09, 0.03, -0.32], [0.42, -0.44, 0.36], [-0.09, -0.20, -0.19], [-0.05, -0.13, -0.25]],
  "charge": -1,
  "homo_lumo_gap_ev": 6.45
}

---

No. 2
{
  "formula": "C2H4ClN2",
  "method": "ωB97M-V/def2-TZVPD",
  "species": ["C", "N", "N", "C", "Cl", "H", "H", "H", "H"],
  "xyz": [[1.110895, -0.632233, -0.242406], [-0.026802, 0.081193, 0.041374], [-1.471523, 0.122844, -0.529592], [-0.726671, 1.017535, 0.471811], [-0.919085, 2.326769, 1.411255], [1.393445, -1.316127, 0.491341], [0.993877, -1.249154, -1.240982], [1.882535, 0.001841, -0.489027], [-2.236672, -0.352667, 0.086225]],
  "forces_ev_per_angstrom": [[0.14, -2.95, -3.61], [-2.69, 0.91, 1.20], [-0.75, 1.79, 2.18], [-0.84, -1.49, -2.17], [0.24, -0.07, -0.07], [0.29, -1.01, 1.49], [-0.31, 1.19, 1.95], [1.84, 1.75, -0.15], [2.08, -0.13, -0.83]],
  "charge": 1,
  "smiles": "CN1[NH+]=C1Cl",
  "homo_lumo_gap_ev": 10.69
}

---

No. 3
{
  "formula": "C10H11FO",
  "method": "ωB97M-V/def2-TZVPD",
  "species": ["O", "C", "C", "C", "C", "C", "C", "C", "C", "C", "C", "F", "H", "H", "H", "H", "H", "H", "H", "H", "H", "H", "H"],
  "xyz": [[1.432979, 2.696907, 0.782773], [0.879984, 1.495793, 0.903527], [-0.139911, 0.892465, 0.285368], [-0.931957, 1.451484, -0.823830], [-2.050753, 0.819286, -1.267403], [-2.656823, -0.236764, -0.466189], [-1.927553, -0.800207, 0.507344], [-0.518599, -0.502600, 0.749880], [0.279295, -1.619476, -0.026547], [1.698779, -1.422150, 0.373164], [2.639241, -0.764289, -0.288121], [2.310388, -0.164594, -1.466141], [1.181499, 3.186609, 0.020728], [1.450868, 0.945656, 1.638808], [-0.649328, 2.254014, -1.531487], [-2.535806, 1.087335, -2.202658], [-3.564430, -0.565299, -0.683229], [-2.360805, -1.755994, 1.060810], [-0.365570, -0.705312, 1.867915], [-0.213692, -2.564880, 0.523214], [0.232570, -1.522271, -1.158722], [2.120972, -1.757338, 1.357250], [3.688658, -0.448366, -0.156457]],
  "forces_ev_per_angstrom": [[0.89, 0.56, 0.51], [-0.03, -1.02, 0.49], [-0.58, 0.74, 0.18], [-0.61, -0.52, -1.60], [0.31, 0.31, 0.74], [4.37, 0.99, 1.13], [-2.61, -2.32, 0.44], [0.55, -0.06, 0.47], [-0.40, -0.74, 1.37], [2.31, -0.84, 1.35], [-0.13, 0.94, -1.08], [-0.32, -0.07, -0.61], [-0.68, 0.48, -1.09], [-0.30, -0.06, 0.29], [0.61, -0.26, 0.98], [0.08, 0.28, 0.25], [-3.94, -1.38, -0.89], [0.84, 2.20, -1.04], [0.35, 0.64, -1.49], [1.49, 1.45, -2.07], [-0.63, -0.41, 1.54], [-0.88, -0.02, -0.83], [-0.68, -0.87, 0.97]],
  "charge": 0,
  "smiles": "O/C=C1\\C=CC=C[C@H]1C/C=C\\F",
  "homo_lumo_gap_ev": 8.25
}

---

No. 4
{
  "formula": "C3H3N2O",
  "method": "ωB97M-V/def2-TZVPD",
  "species": ["C", "C", "C", "N", "N", "O", "H", "H", "H"],
  "xyz": [[0.838084, 1.457001, -1.305144], [0.940423, -2.013462, 0.881633], [-1.389581, -1.361184, 1.397703], [1.411692, 2.239341, -1.946108], [-0.171073, -1.583061, 1.047534], [0.385041, 0.704739, -0.581483], [-2.149692, -1.107277, 0.803295], [-1.470469, -1.062111, 2.402928], [1.605575, 2.726014, -2.700357]],
  "forces_ev_per_angstrom": [[1.44, 1.91, -1.85], [0.63, -0.09, -0.23], [4.23, 1.03, 1.86], [-0.25, -1.39, 3.12], [-1.35, -0.57, -0.31], [-2.17, -3.20, 2.94], [-2.96, 0.04, -3.12], [-0.50, -0.29, 1.70], [0.92, 2.56, -4.10]],
  "charge": 1,
  "homo_lumo_gap_ev": 5.57
}

---

no.,LUMO energy (eV)
1,2.28
2,-5.30
3,0.70
4,-9.08